No. 1
{
  "formula": "C7H12Ag5B2Br6F8O3",
  "method": "wB97M-V/def2-TZVPD",
  "species": ["Ag", "Ag", "Ag", "Ag", "Ag", "C", "O", "O", "O", "B", "F", "F", "F", "F", "B", "F", "F", "F", "F", "Br", "C", "C", "Br", "H", "H", "H", "H", "Br", "C", "C", "Br", "H", "H", "H", "H", "Br", "C", "C", "Br", "H", "H", "H", "H"],
  "coordinates": [[2.963, -1.812, -1.055], [-0.080, -0.649, 2.930], [0.382, 0.855, -1.979], [3.704, -0.340, 1.669], [1.414, 2.178, 1.101], [0.785, -0.772, 0.269], [0.115, 0.292, 0.608], [0.623, -1.329, -0.892], [1.583, -1.327, 1.119], [5.623, -1.862, 0.295], [6.561, -2.817, 0.475], [5.392, -1.486, -1.043], [4.343, -2.385, 0.783], [5.898, -0.693, 1.075], [1.403, 1.938, 3.770], [0.105, 1.760, 3.191], [2.198, 0.859, 3.178], [1.964, 3.141, 3.314], [1.390, 1.824, 5.123], [-3.944, -3.516, 0.019], [-2.476, -2.255, -0.159], [-2.861, -0.876, 0.294], [-2.888, -0.781, 2.246], [-2.124, -2.307, -1.186], [-1.668, -2.655, 0.451], [-3.859, -0.568, 0.004], [-2.122, -0.147, -0.029], [-0.743, 4.449, 1.142], [-2.118, 3.079, 1.050], [-3.389, 3.596, 1.692], [-4.846, 2.415, 1.296], [-1.755, 2.177, 1.537], [-2.286, 2.854, -0.001], [-3.618, 4.583, 1.299], [-3.261, 3.673, 2.767], [1.167, 0.067, -5.306], [-0.034, -1.461, -5.270], [-0.593, -1.656, -3.889], [-1.641, -0.100, -3.336], [0.553, -2.326, -5.569], [-0.812, -1.295, -6.010], [0.204, -1.811, -3.166], [-1.251, -2.518, -3.804]],
  "mulliken_charge": [0.642, 0.613, 0.498, 0.706, 0.558, 0.856, 0.320, -0.664, -1.057, 0.862, -0.276, -0.420, -0.491, -0.440, 0.387, -0.360, -0.178, -0.373, -0.266, -0.108, -0.224, -0.121, -0.122, -0.095, 0.328, 0.583, -0.289, -0.176, -0.093, -0.645, -0.152, -0.105, 0.360, 0.436, 0.405, -0.147, -0.643, -0.485, -0.130, 0.440, 0.402, 0.134, 0.530],
  "homo_energy_ev": -12.81,
  "charge": 1,
  "mol_weight_g_mol": 1336.54,
  "gap_ev": 7.384,
  "e_tot_ha": -17527.435821,
  "fmax_ev_per_a": 1.3
}


No. 2
{
  "formula": "C7H12BN",
  "method": "wB97M-V/def2-TZVPD",
  "species": ["C", "C", "N", "C", "C", "C", "C", "B", "C", "H", "H", "H", "H", "H", "H", "H", "H", "H", "H", "H", "H"],
  "coordinates": [[-0.572, -1.129, -2.254], [0.485, -0.213, -1.713], [0.132, 0.406, -0.411], [-0.910, 1.265, -0.348], [-1.407, 1.824, 0.763], [-0.868, 1.453, 2.136], [0.206, 0.582, 2.198], [0.741, 0.028, 0.910], [1.671, -1.264, 0.991], [-1.630, -0.911, -2.023], [-0.611, -1.192, -3.392], [-0.336, -2.074, -1.744], [1.255, -0.943, -1.402], [0.697, 0.603, -2.350], [-1.298, 1.516, -1.342], [-2.189, 2.521, 0.612], [-1.540, 1.867, 2.937], [0.789, 0.566, 3.139], [1.752, -1.801, -0.018], [1.071, -1.882, 1.754], [2.562, -1.224, 1.554]],
  "mulliken_charge": [-0.865, -0.538, 0.031, -0.189, -0.478, -0.344, -0.230, 0.001, -1.001, 0.302, 0.308, 0.278, 0.131, 0.413, 0.264, 0.377, 0.284, 0.277, 0.277, 0.293, 0.408],
  "homo_energy_ev": -8.21,
  "charge": 0,
  "mol_weight_g_mol": 120.99,
  "smiles": "CCN1C=CC=CB1C",
  "gap_ev": 9.016,
  "de_lowest_kcal_mol": 14.3,
  "e_tot_ha": -353.518751,
  "fmax_ev_per_a": 2.9
}


No. 3
{
  "formula": "C7H12BrN2O",
  "method": "wB97M-V/def2-TZVPD",
  "species": ["C", "C", "C", "C", "O", "N", "C", "N", "C", "C", "Br", "H", "H", "H", "H", "H", "H", "H", "H", "H", "H", "H", "H"],
  "coordinates": [[0.442, -2.546, -1.556], [0.243, -1.040, -1.513], [-0.111, -0.582, -0.015], [0.955, -0.998, 0.987], [-1.326, -1.084, 0.339], [-0.289, 1.037, 0.410], [-1.346, 1.449, 1.091], [-1.224, 2.749, 1.343], [-0.058, 3.195, 0.801], [0.532, 2.109, 0.207], [2.147, 2.022, -0.719], [-0.387, -3.081, -1.101], [0.517, -2.850, -2.598], [1.365, -2.836, -1.061], [-0.582, -0.735, -2.160], [1.148, -0.535, -1.845], [1.035, -2.081, 0.986], [0.665, -0.695, 1.991], [1.921, -0.570, 0.738], [-1.876, -1.267, -0.436], [-2.154, 0.813, 1.399], [-1.891, 3.316, 1.851], [0.275, 4.211, 0.862]],
  "mulliken_charge": [-1.185, -0.468, 0.535, -1.576, -0.560, 0.142, -0.234, -0.019, -0.296, 0.143, -0.039, 0.352, 0.401, 0.327, 0.410, 0.283, 0.464, 0.418, 0.357, 0.408, 0.456, 0.230, 0.451],
  "homo_energy_ev": -13.38,
  "charge": 1,
  "mol_weight_g_mol": 220.09,
  "smiles": "CC[C@](C)(O)[n+]1c[nH]cc1Br",
  "gap_ev": 10.731,
  "de_lowest_kcal_mol": 0.0,
  "e_tot_ha": -3032.459521,
  "fmax_ev_per_a": 2.1
}


No. 4
{
  "formula": "C7H12BrN4",
  "method": "wB97M-V/def2-TZVPD",
  "species": ["C", "C", "C", "C", "C", "C", "C", "N", "N", "N", "N", "Br", "H", "H", "H", "H", "H", "H", "H", "H", "H", "H", "H", "H"],
  "coordinates": [[1.151, 1.782, -1.270], [-0.872, -0.501, -0.477], [1.052, 1.398, 0.156], [-3.014, -0.309, -1.535], [0.745, 2.086, 2.458], [0.582, -0.944, -0.618], [1.335, -0.074, 0.410], [1.331, 1.894, -2.386], [-1.693, -0.891, -1.394], [0.813, 2.240, 1.063], [0.626, -2.462, -0.221], [3.228, -0.718, 0.592], [-1.104, 0.201, 0.389], [-3.144, 0.455, -0.837], [-3.746, -1.107, -1.649], [-3.046, 0.146, -2.507], [1.273, 2.920, 3.097], [1.143, 1.158, 2.894], [-0.251, 2.349, 2.705], [0.835, -0.954, -1.636], [0.926, -0.300, 1.350], [-0.120, -2.850, -0.902], [0.448, -2.709, 0.815], [1.502, -2.811, -0.497]],
  "mulliken_spin": [-0.030, -0.029, 0.512, -0.001, 0.007, 0.018, 0.032, 0.135, 0.036, 1.051, 0.005, 0.129, 0.003, 0.000, 0.002, 0.003, 0.052, 0.060, 0.016, 0.005, -0.002, -0.001, -0.002, 0.000],
  "homo_energy_ev": [-10.38, -13.83],
  "charge": 1,
  "spin_multiplicity": 3,
  "mol_weight_g_mol": 232.10,
  "gap_ev": [6.782, 7.071],
  "e_tot_ha": -3066.498370,
  "fmax_ev_per_a": 7.1
}


No. 5
{
  "formula": "C7H12ClN3O",
  "method": "wB97M-V/def2-TZVPD",
  "species": ["H", "N", "C", "Cl", "C", "O", "C", "C", "C", "C", "N", "C", "N", "H", "H", "H", "H", "H", "H", "H", "H", "H", "H", "H"],
  "coordinates": [[-2.265, -0.215, -2.256], [-1.438, -0.506, -1.861], [-1.345, -0.836, -0.701], [-2.822, -1.076, 0.289], [-0.041, -1.445, -0.047], [-0.265, -2.252, 1.013], [1.103, -0.435, 0.060], [2.368, -1.152, 0.575], [0.797, 0.826, 0.808], [-0.272, 1.628, -0.082], [-0.038, 2.107, -1.332], [-1.414, 1.782, 0.539], [-2.502, 2.282, 0.988], [0.335, -2.122, -0.917], [-0.694, -1.750, 1.748], [1.321, -0.108, -1.028], [3.113, -0.471, 0.845], [2.760, -1.916, -0.091], [2.201, -1.657, 1.532], [1.869, 1.276, 0.807], [0.355, 0.768, 1.819], [0.878, 1.923, -1.747], [-0.747, 1.791, -2.042], [-3.256, 1.561, 1.082]],
  "mulliken_charge": [0.280, -0.662, 0.563, -0.221, -0.387, -0.549, 0.628, -1.667, -0.667, -0.056, -0.476, 0.325, -0.692, 0.354, 0.427, 0.158, 0.464, 0.375, 0.344, 0.286, 0.282, 0.322, 0.290, 0.280],
  "homo_energy_ev": -7.85,
  "charge": 0,
  "mol_weight_g_mol": 189.65,
  "smiles": "[H]/N=C(\\Cl)[C@H](O)[C@H](C)CC(N)=C=N",
  "gap_ev": 8.439,
  "de_lowest_kcal_mol": 21.6,
  "e_tot_ha": -973.522423,
  "fmax_ev_per_a": 4.2
}


No. 6
{
  "formula": "C7H12ClN5O",
  "method": "wB97M-V/def2-TZVPD",
  "species": ["C", "C", "C", "C", "O", "Cl", "C", "N", "N", "N", "C", "N", "N", "C", "H", "H", "H", "H", "H", "H", "H", "H", "H", "H", "H", "H"],
  "coordinates": [[-1.293, -2.585, 0.208], [-0.816, -1.196, -0.119], [-1.722, -0.089, -0.039], [-3.219, -0.351, 0.053], [-3.644, -1.349, 0.490], [-4.201, 1.067, -0.234], [-1.166, 1.212, -0.185], [0.150, 1.530, -0.026], [0.553, 2.749, -0.247], [1.717, 3.208, 0.465], [1.052, 0.349, 0.020], [2.305, 0.478, 0.137], [0.528, -0.923, -0.183], [1.538, -1.963, -0.385], [-1.992, -2.737, 0.995], [-0.436, -3.217, 0.366], [-1.857, -3.047, -0.780], [-1.788, 2.065, -0.370], [-0.344, 3.220, -0.291], [1.499, 3.490, 1.359], [2.306, 3.627, -0.186], [3.014, -0.303, 0.407], [2.482, 1.465, 0.137], [2.170, -2.243, 0.498], [1.058, -2.850, -0.790], [2.106, -1.605, -1.300]],
  "mulliken_charge": [-1.465, 1.075, -0.412, 0.694, -0.360, -0.142, -0.358, 0.583, -0.443, -0.553, 0.428, -0.148, 0.091, -1.481, 0.418, 0.445, 0.396, 0.449, 0.202, 0.200, 0.286, 0.337, 0.324, 0.393, 0.498, 0.543],
  "homo_energy_ev": -17.40,
  "charge": 2,
  "mol_weight_g_mol": 217.66,
  "smiles": "Cc1c(C(=O)Cl)c[n+](NN)c(=[NH2+])n1C",
  "gap_ev": 8.379,
  "de_lowest_kcal_mol": 4.3,
  "e_tot_ha": -1082.397333,
  "fmax_ev_per_a": 8.5
}


No. 7
{
  "formula": "C7H12CuO5",
  "method": "wB97M-V/def2-TZVPD",
  "species": ["O", "C", "C", "O", "C", "C", "O", "C", "H", "H", "H", "H", "H", "H", "H", "H", "H", "O", "C", "C", "O", "Cu", "H", "H", "H"],
  "coordinates": [[-0.615, -2.745, 0.115], [-1.562, -1.851, 0.171], [-1.258, -0.519, 0.780], [0.102, -0.155, 0.587], [1.003, -0.479, 1.623], [2.326, 0.240, 1.525], [2.286, 1.628, 1.310], [2.292, 2.032, -0.037], [-2.637, -2.114, 0.327], [-1.539, -0.454, 1.839], [1.212, -1.561, 1.614], [0.549, -0.286, 2.610], [2.841, 0.097, 2.486], [2.930, -0.263, 0.747], [2.752, 3.027, -0.081], [2.852, 1.338, -0.688], [1.262, 2.086, -0.424], [-0.718, 0.902, -2.311], [-2.003, 0.728, -2.026], [-2.468, -0.593, -2.154], [-1.676, -1.545, -1.655], [0.234, -0.584, -1.609], [-2.711, 1.459, -2.475], [-3.544, -0.810, -2.215], [-1.909, 0.421, -0.059]],
  "mulliken_charge": [-0.742, 0.213, -0.739, 0.246, -0.480, -0.580, -0.396, -0.567, 0.299, 0.527, 0.293, 0.317, 0.312, 0.344, 0.214, 0.238, 0.221, -0.649, -0.457, -0.103, -0.591, 0.240, 0.275, 0.365, 0.200],
  "homo_energy_ev": -2.51,
  "charge": -1,
  "mol_weight_g_mol": 239.71,
  "gap_ev": 5.753,
  "de_lowest_kcal_mol": 0.0,
  "e_tot_ha": -2290.459028,
  "fmax_ev_per_a": 4.4
}


No. 8
{
  "formula": "C7H12N2O",
  "method": "wB97M-V/def2-TZVPD",
  "species": ["H", "N", "C", "C", "C", "C", "C", "C", "C", "O", "N", "H", "H", "H", "H", "H", "H", "H", "H", "H", "H", "H"],
  "coordinates": [[2.407, 0.157, 2.368], [1.679, -0.430, 1.968], [1.759, -0.452, 0.723], [2.819, 0.344, -0.002], [0.771, -1.254, -0.062], [-0.363, -0.363, -0.682], [-1.821, -0.832, -0.395], [-2.604, 0.524, -0.292], [-1.483, 1.594, -0.414], [-1.557, 2.674, -0.817], [-0.322, 0.906, 0.114], [3.572, 0.702, 0.694], [2.367, 1.238, -0.428], [3.347, -0.231, -0.762], [1.293, -1.814, -0.837], [0.321, -1.994, 0.593], [-0.176, -0.243, -1.743], [-1.894, -1.424, 0.510], [-2.336, -1.365, -1.194], [-2.943, 0.634, 0.740], [-3.400, 0.695, -1.006], [-0.723, 0.560, 0.989]],
  "mulliken_charge": [0.250, -0.777, 1.088, -1.416, -1.202, 0.071, -0.854, -0.630, 0.327, -0.480, -0.425, 0.413, 0.327, 0.310, 0.410, 0.381, 0.501, 0.352, 0.388, 0.307, 0.350, 0.309],
  "homo_energy_ev": -9.68,
  "charge": 0,
  "mol_weight_g_mol": 140.19,
  "smiles": "[H]/N=C(\\C)C[C@H]1CCC(=O)N1",
  "gap_ev": 10.574,
  "de_lowest_kcal_mol": 30.0,
  "e_tot_ha": -458.640997,
  "fmax_ev_per_a": 4.4
}


No. 9
{
  "formula": "C7H12N2O2",
  "method": "wB97M-V/def2-TZVPD",
  "species": ["C", "C", "C", "C", "C", "C", "C", "N", "N", "O", "O", "H", "H", "H", "H", "H", "H", "H", "H", "H", "H", "H", "H"],
  "coordinates": [[-2.003, 1.722, -2.272], [-1.204, 0.604, -0.318], [-1.838, 0.615, 1.047], [-0.071, -1.475, 0.265], [1.129, 0.745, 0.371], [0.476, -0.227, -1.835], [0.112, -0.081, -0.368], [-1.159, 2.733, -1.768], [-0.485, 2.640, -0.808], [-2.632, 1.688, -3.267], [-2.070, 0.678, -1.312], [-2.911, 0.767, 0.965], [-1.431, 1.338, 1.773], [-1.571, -0.343, 1.349], [0.783, -2.120, -0.012], [-0.977, -1.842, -0.114], [-0.119, -1.367, 1.362], [0.972, 0.824, 1.374], [2.107, 0.371, 0.406], [1.261, 1.819, 0.116], [1.336, -0.858, -1.962], [0.661, 0.763, -2.285], [-0.412, -0.666, -2.508]],
  "mulliken_charge": [0.515, 0.517, -1.566, -1.878, -1.856, -1.671, 2.088, -0.127, -0.155, -0.439, -0.330, 0.430, 0.297, 0.407, 0.436, 0.453, 0.361, 0.523, 0.518, 0.373, 0.485, 0.368, 0.252],
  "homo_energy_ev": [-8.17, -8.17],
  "charge": 0,
  "mol_weight_g_mol": 156.19,
  "gap_ev": [7.947, 7.947],
  "de_lowest_kcal_mol": 104.1,
  "e_tot_ha": -533.794078,
  "fmax_ev_per_a": 4.3
}


No. 10
{
  "formula": "C7H12N2O3",
  "method": "wB97M-V/def2-TZVPD",
  "species": ["C", "C", "C", "C", "C", "C", "C", "H", "H", "H", "H", "H", "H", "H", "H", "H", "H", "H", "H", "N", "N", "O", "O", "O"],
  "coordinates": [[-4.102, -0.404, -0.359], [-1.794, -0.018, 0.039], [-0.829, 0.578, 0.821], [0.580, 0.040, 0.713], [2.074, -1.794, -0.002], [3.154, -0.615, 0.098], [1.486, 1.131, -0.091], [-4.112, 0.255, -1.360], [-3.791, -1.335, -0.017], [-4.891, 0.138, 0.037], [-0.571, 1.972, 0.816], [-1.252, 0.447, 2.074], [1.039, 0.345, 1.516], [0.694, -1.090, -0.702], [2.106, -2.079, -1.024], [2.470, -2.304, 0.846], [4.024, -1.230, -0.355], [3.499, -0.039, 1.243], [3.343, 1.168, -1.152], [0.687, -1.257, 0.262], [2.636, 0.612, -0.530], [-3.046, 0.161, 0.542], [-1.637, -0.528, -1.098], [1.030, 2.212, -0.363]],
  "mulliken_charge": [-0.740, 0.684, -0.503, -0.427, -0.773, -0.490, 0.464, 0.212, 0.431, 0.280, 0.316, 0.166, 0.678, 0.329, 0.474, 0.362, 0.314, 0.243, 0.323, -0.520, -0.191, -0.359, -0.622, -0.649],
  "homo_energy_ev": -8.84,
  "charge": 0,
  "mol_weight_g_mol": 172.18,
  "gap_ev": 9.445,
  "de_lowest_kcal_mol": 167.6,
  "e_tot_ha": -608.921078,
  "fmax_ev_per_a": 8.8
}


No. 11
{
  "formula": "C7H12N2OS2",
  "method": "wB97M-V/def2-TZVPD",
  "species": ["C", "C", "C", "C", "C", "S", "C", "S", "N", "O", "N", "C", "H", "H", "H", "H", "H", "H", "H", "H", "H", "H", "H", "H"],
  "coordinates": [[-2.713, -1.421, -1.157], [-1.331, -1.052, -0.456], [-1.182, 0.233, 0.131], [-2.224, 1.178, 0.290], [-1.786, 2.329, 0.832], [-0.121, 2.248, 1.257], [-0.018, 0.658, 0.716], [1.734, -0.267, 0.756], [2.176, 0.069, 2.425], [1.544, -1.679, 0.591], [2.842, 0.512, 0.018], [2.963, 0.250, -1.413], [-3.470, -1.613, -0.406], [-2.425, -2.306, -1.919], [-3.077, -0.659, -1.832], [-0.556, -1.315, -1.154], [-1.087, -1.889, 0.294], [-3.279, 1.102, -0.110], [-2.317, 3.113, 1.177], [2.396, -0.664, 2.953], [2.940, 0.797, 2.309], [4.003, 0.350, -1.677], [2.275, 0.858, -1.927], [2.713, -0.833, -1.699]],
  "mulliken_charge": [-1.342, -0.164, 0.584, -0.892, -0.406, -0.204, 0.013, 1.041, -0.604, -0.621, -0.505, -0.803, 0.329, 0.305, 0.399, 0.359, 0.305, 0.252, 0.535, 0.235, 0.305, 0.304, 0.296, 0.278],
  "homo_energy_ev": -8.76,
  "charge": 0,
  "mol_weight_g_mol": 204.32,
  "smiles": "CCc1ccsc1[S@@](N)(=O)=NC",
  "gap_ev": 9.458,
  "de_lowest_kcal_mol": 91.7,
  "e_tot_ha": -1254.918186,
  "fmax_ev_per_a": 7.6
}